1.
# C46H53FN5O2S2SiY

A molecular structure, C46H53FN5O2S2SiY (the ωB97M-V functional and the def2-TZVPD basis, the OMol25 dataset).

## Properties
- Max |F|: 0.9 eV/A
- Net charge: -2
- HOMO energy: -2.21 eV
- DFT total energy: -3433.306106 hartree
- Energy relative to the best compared isomer or geometry (same formula, charge and spin): 1.12 kcal per mole

Last column: Löwdin charge in e.
Geometry (Å):
Y (0.170361, 1.183804, -0.507607)  1.123
C (1.811920, -1.164982, 4.613596)  -0.067
C (1.149827, -1.404477, 3.248581)  -0.350
C (2.144166, -1.048070, 2.146291)  -0.071
C (-0.253311, -0.792307, 3.237195)  -0.129
C (-1.206267, -1.527882, 3.945018)  -0.065
C (-2.508387, -1.092503, 4.091987)  -0.095
C (-2.890922, 0.099867, 3.500222)  -0.043
C (-1.986478, 0.856328, 2.770393)  -0.147
C (-2.449432, 2.151620, 2.129729)  -0.375
C (-3.728940, 1.977009, 1.310756)  -0.066
C (-2.620939, 3.248656, 3.183781)  -0.053
C (-0.651015, 0.419342, 2.646322)  -0.210
N (0.258348, 1.220906, 1.908278)  -0.051
C (1.004002, 2.075759, 2.648217)  -0.265
C (0.964745, 2.253288, 4.048736)  -0.044
C (1.807920, 3.150855, 4.690238)  -0.121
C (2.730462, 3.915726, 3.990993)  -0.129
C (2.795402, 3.771700, 2.604273)  -0.027
C (1.951121, 2.885247, 1.998217)  -0.229
F (2.007213, 2.739878, 0.635997)  -0.094
H (2.753005, -1.718128, 4.679485)  0.072
H (1.166286, -1.479389, 5.435681)  0.069
H (2.034592, -0.103297, 4.741612)  0.066
H (0.974788, -2.484276, 3.161930)  0.124
H (2.515563, -0.028093, 2.241220)  0.067
H (1.718469, -1.175677, 1.152916)  0.042
H (3.003167, -1.721125, 2.224278)  0.083
H (-0.908553, -2.475569, 4.383972)  0.106
H (-3.224279, -1.689014, 4.644010)  0.090
H (-3.915869, 0.442038, 3.591748)  0.104
H (-1.669155, 2.490834, 1.446903)  0.074
H (-4.591873, 1.769634, 1.951831)  0.066
H (-3.623184, 1.165430, 0.591591)  0.054
H (-3.938792, 2.893388, 0.754379)  0.081
H (-3.391019, 2.968800, 3.910211)  0.072
H (-2.921484, 4.185427, 2.708684)  0.078
H (-1.689000, 3.423869, 3.724136)  0.067
H (0.254812, 1.672529, 4.624335)  0.111
H (1.736010, 3.251634, 5.767767)  0.091
H (3.383153, 4.611875, 4.500429)  0.082
H (3.484671, 4.339970, 1.993121)  0.116
S (-0.236436, 3.960795, -0.713475)  0.558
C (-1.544764, 4.237019, -1.819172)  -0.778
C (-1.872370, 5.611994, -2.071330)  -0.315
N (-2.113670, 6.723613, -2.257907)  0.123
C (-2.260140, 3.262422, -2.446024)  -0.767
S (-2.029750, 1.558143, -2.217392)  0.580
C (-3.319295, 3.627172, -3.342780)  -0.314
N (-4.175383, 3.886456, -4.070060)  0.123
O (1.631672, -2.869549, -1.335119)  0.047
C (0.519357, -2.587307, -0.944401)  -0.537
N (-0.484524, -3.540632, -0.750685)  0.145
C (-1.763397, -2.904054, -0.499822)  -0.276
C (-1.266225, -1.455815, -0.293063)  -0.480
O (-1.962007, -0.517408, 0.086326)  -0.030
N (0.029236, -1.336660, -0.610684)  0.091
C (-2.674814, -3.017877, -1.719814)  -0.136
C (-3.236816, -4.260673, -2.011626)  -0.040
C (-4.013067, -4.436204, -3.144817)  -0.096
C (-4.248817, -3.364046, -3.998151)  -0.102
C (-3.704179, -2.124322, -3.706150)  -0.060
C (-2.919004, -1.950738, -2.572301)  -0.008
C (-2.465813, -3.416091, 0.747319)  -0.146
C (-3.730470, -2.924759, 1.064239)  -0.014
C (-4.402749, -3.392037, 2.180000)  -0.086
C (-3.822432, -4.356813, 2.994994)  -0.114
C (-2.556066, -4.831475, 2.695620)  -0.098
C (-1.877028, -4.357919, 1.578904)  -0.031
H (-0.428941, -4.372173, -1.315754)  0.145
H (-3.074818, -5.092218, -1.333517)  0.117
H (-4.441794, -5.407993, -3.359083)  0.093
H (-4.860515, -3.496558, -4.882234)  0.093
H (-3.883766, -1.273902, -4.351579)  0.109
H (-2.524280, -0.965836, -2.360653)  0.034
H (-4.177346, -2.165528, 0.434430)  0.127
H (-5.381152, -2.994231, 2.420381)  0.101
H (-4.350564, -4.722800, 3.867480)  0.092
H (-2.085929, -5.568789, 3.335683)  0.095
H (-0.881598, -4.714292, 1.348002)  0.107
C (2.764850, 2.963119, -2.775428)  -0.260
Si (2.486113, 1.120386, -2.304711)  0.660
C (4.258105, 0.588952, -1.637861)  -0.661
C (4.581538, 1.441519, -0.404254)  -0.131
C (4.289877, -0.873307, -1.184294)  -0.119
C (5.379995, 0.810849, -2.656265)  -0.120
C (2.203197, 0.280835, -4.064751)  -0.660
C (2.653153, -1.180460, -4.131307)  -0.116
C (0.695358, 0.305815, -4.334553)  -0.156
C (2.885016, 1.045061, -5.205374)  -0.126
H (3.647163, 3.127676, -3.403135)  0.009
H (2.854596, 3.580778, -1.878917)  -0.003
H (1.890923, 3.345323, -3.310762)  0.014
H (3.909019, 1.210252, 0.424277)  0.054
H (4.510147, 2.513189, -0.603499)  0.065
H (5.605511, 1.228108, -0.064756)  0.074
H (3.473352, -1.101627, -0.498358)  0.046
H (5.237852, -1.082953, -0.665383)  0.076
H (4.202056, -1.574002, -2.013704)  0.055
H (5.443460, 1.857623, -2.965449)  0.065
H (5.249080, 0.204048, -3.553576)  0.052
H (6.350393, 0.538421, -2.214113)  0.071
H (2.237090, -1.776620, -3.317666)  0.051
H (3.740572, -1.278179, -4.096166)  0.057
H (2.319051, -1.622695, -5.082097)  0.075
H (0.150957, -0.310005, -3.612058)  0.044
H (0.478918, -0.090712, -5.337718)  0.076
H (0.276158, 1.312874, -4.274413)  0.054
H (3.968918, 1.099604, -5.079551)  0.058
H (2.510105, 2.066721, -5.289152)  0.065
H (2.686028, 0.539868, -6.162244)  0.072

Cartesian forces, eV/Å:
Y -0.7 0.1 0.6
C 0.0 0.0 0.0
C 0.0 0.0 0.1
C 0.0 0.0 0.0
C 0.0 0.0 0.0
C 0.0 0.0 0.0
C 0.0 0.0 0.0
C 0.0 0.0 0.0
C 0.0 0.0 0.0
C 0.0 0.0 0.0
C 0.0 0.0 0.0
C 0.0 0.0 0.0
C 0.0 0.0 0.0
N 0.0 -0.2 -0.4
C 0.1 0.0 0.0
C 0.0 0.0 0.0
C 0.0 0.0 0.0
C 0.0 0.0 0.0
C 0.0 0.0 0.0
C 0.0 0.0 0.0
F 0.0 -0.1 -0.1
H 0.0 0.0 0.0
H 0.0 0.0 0.0
H 0.0 0.0 0.0
H 0.0 0.0 0.0
H 0.0 0.0 0.0
H 0.0 0.0 0.0
H 0.0 0.0 0.0
H 0.0 0.0 0.0
H 0.0 0.0 0.0
H 0.0 0.0 0.0
H 0.0 0.0 0.0
H 0.0 0.0 0.0
H 0.0 0.0 0.0
H 0.0 0.0 0.0
H 0.0 0.0 0.0
H 0.0 0.0 0.0
H 0.0 0.0 0.0
H 0.0 0.0 0.0
H 0.0 0.0 0.0
H 0.0 0.0 0.0
H 0.0 0.0 0.0
S 0.0 -0.2 0.0
C 0.0 0.0 0.0
C 0.0 0.0 0.0
N 0.0 0.0 0.0
C 0.0 0.0 0.0
S 0.2 0.0 0.1
C 0.0 0.0 0.0
N 0.0 0.0 0.0
O 0.0 0.0 0.1
C 0.0 0.0 -0.2
N 0.0 -0.1 0.2
C 0.0 0.0 0.0
C 0.0 0.0 0.0
O 0.1 0.1 0.0
N 0.1 0.2 0.0
C 0.0 0.0 0.0
C 0.0 0.0 0.0
C 0.0 0.0 0.0
C 0.0 0.0 0.0
C 0.0 0.0 0.0
C 0.0 0.0 0.0
C 0.0 0.0 0.1
C 0.0 0.0 0.0
C 0.0 0.0 0.0
C 0.0 0.0 0.0
C 0.0 0.0 0.0
C 0.0 0.0 0.0
H 0.0 0.0 0.0
H 0.0 0.0 0.0
H 0.0 0.0 0.0
H 0.0 0.0 0.0
H 0.0 0.0 0.0
H 0.0 0.0 0.0
H 0.0 0.0 0.0
H 0.0 0.0 0.0
H 0.0 0.0 0.0
H 0.0 0.0 0.0
H 0.0 0.0 0.0
C 0.0 0.0 0.0
Si 0.4 0.0 -0.2
C 0.0 0.0 0.0
C 0.0 0.0 0.0
C 0.0 0.0 0.0
C 0.0 0.0 0.0
C 0.0 0.0 0.0
C 0.0 0.0 0.0
C 0.0 0.0 0.0
C 0.0 0.0 0.0
H 0.0 0.0 0.0
H 0.0 0.0 0.0
H 0.0 0.0 0.0
H 0.0 0.0 0.0
H 0.0 0.0 0.0
H 0.0 0.0 0.0
H 0.0 0.0 0.0
H 0.0 0.0 0.0
H 0.0 0.0 0.0
H 0.0 0.0 0.0
H 0.0 0.0 0.0
H 0.0 0.0 0.0
H 0.0 0.0 0.0
H 0.0 0.0 0.0
H 0.0 0.0 0.0
H 0.0 0.0 0.0
H 0.0 0.0 0.0
H 0.0 0.0 0.0
H 0.0 0.0 0.0
H 0.0 0.0 0.0
H 0.0 0.0 0.0

---

2.
# C46H53MnN2O2PS2

A molecular structure, C46H53MnN2O2PS2 (the ωB97M-V functional and the def2-TZVPD basis, the OMol25 dataset).

## Properties
- Max |F|: 0.6 eV/A
- Multiplicity: 4
- Net charge: 0
- HOMO energy (alpha / beta): -6.55 / -6.55 eV
- DFT total energy: -4333.421364 hartree
- Energy relative to the best compared isomer or geometry (same formula, charge and spin): 3.47 kcal per mole

Last column: Löwdin charge in e.
Geometry (Å):
Mn (-1.056300, -0.139634, -0.541089)  0.969
C (1.688408, 3.103304, -0.704544)  -0.017
C (0.366303, 2.428907, -0.540466)  -0.296
O (0.353902, 1.176790, -0.624644)  -0.080
C (-0.835294, 3.190719, -0.312490)  -0.085
C (-0.758583, 4.594035, -0.186403)  -0.016
C (-1.874724, 5.353838, 0.037806)  -0.074
C (-3.115325, 4.714440, 0.142542)  -0.054
C (-3.227765, 3.352491, 0.019071)  0.005
C (-2.092823, 2.552278, -0.215580)  -0.281
O (-2.271794, 1.250632, -0.334897)  -0.169
H (2.471934, 2.352624, -0.753479)  0.004
H (1.891922, 3.753653, 0.146373)  0.108
H (1.670561, 3.725633, -1.602532)  0.110
H (0.205240, 5.073736, -0.265232)  0.112
H (-1.800186, 6.426690, 0.135041)  0.106
H (-4.006187, 5.301780, 0.324578)  0.112
H (-4.185255, 2.864886, 0.096680)  0.092
C (-5.486776, 0.510867, 0.478131)  -0.056
C (-4.960876, -0.578444, 1.411432)  -0.359
C (-3.804573, -0.096076, 2.281707)  -0.056
C (-4.761109, -1.857268, 0.614591)  -0.127
C (-5.871476, -2.700121, 0.553193)  -0.037
C (-5.887005, -3.851841, -0.207110)  -0.059
C (-4.768475, -4.192575, -0.942700)  -0.031
C (-3.629755, -3.398934, -0.915143)  -0.132
C (-2.433295, -3.807811, -1.756923)  -0.368
C (-1.934484, -5.209577, -1.407808)  -0.056
C (-2.783006, -3.707999, -3.243683)  -0.057
C (-3.636351, -2.237483, -0.126262)  -0.120
N (-2.352499, -1.580933, -0.085417)  0.001
C (-1.530881, -1.951776, 0.864893)  -0.111
C (-0.115590, -1.813684, 0.628040)  -0.135
N (0.231176, -1.575390, -0.628853)  0.004
C (1.436011, -1.887326, -1.287054)  -0.155
C (2.390448, -2.811705, -0.787326)  -0.116
C (3.502890, -3.056266, -1.584807)  -0.041
C (3.682256, -2.476482, -2.824902)  -0.056
C (2.708403, -1.641461, -3.325928)  -0.032
C (1.577180, -1.338280, -2.580108)  -0.126
C (0.563700, -0.436999, -3.261268)  -0.372
C (1.181608, 0.911930, -3.633327)  -0.043
C (-0.047757, -1.113713, -4.488823)  -0.042
C (2.345295, -3.682256, 0.471663)  -0.351
C (1.092688, -4.562006, 0.593682)  -0.055
C (2.811885, -3.027215, 1.776735)  -0.066
H (-5.761647, 1.397892, 1.053002)  0.081
H (-6.378351, 0.162959, -0.044823)  0.085
H (-4.736880, 0.789266, -0.262069)  0.063
H (-5.779534, -0.814870, 2.098653)  0.126
H (-2.987079, 0.319025, 1.695886)  0.048
H (-3.424703, -0.900721, 2.913602)  0.079
H (-4.157508, 0.697936, 2.941178)  0.087
H (-6.750087, -2.427432, 1.125262)  0.117
H (-6.766827, -4.480266, -0.223727)  0.108
H (-4.774024, -5.090502, -1.545799)  0.113
H (-1.609568, -3.117306, -1.565641)  0.105
H (-2.694809, -5.967757, -1.597664)  0.076
H (-1.647066, -5.280756, -0.358049)  0.074
H (-1.062000, -5.457134, -2.014604)  0.082
H (-3.560942, -4.425285, -3.510496)  0.080
H (-1.907083, -3.925013, -3.855774)  0.072
H (-3.146420, -2.712086, -3.500542)  0.086
H (-1.879289, -2.388358, 1.800031)  0.149
H (0.584472, -1.978668, 1.434031)  0.107
H (4.267767, -3.724187, -1.209321)  0.113
H (4.572492, -2.695910, -3.400100)  0.111
H (2.823967, -1.213861, -4.313382)  0.113
H (-0.282849, -0.239456, -2.584571)  0.084
H (0.411594, 1.612053, -3.962242)  0.091
H (1.886444, 0.788818, -4.456715)  0.083
H (1.727102, 1.335799, -2.794361)  0.064
H (0.716011, -1.316615, -5.240019)  0.082
H (-0.800206, -0.468157, -4.944508)  0.087
H (-0.518001, -2.059376, -4.224675)  0.064
H (3.133034, -4.412895, 0.271173)  0.121
H (0.167272, -4.035180, 0.822043)  0.042
H (1.246699, -5.286556, 1.395039)  0.086
H (0.927441, -5.116482, -0.332037)  0.080
H (2.246991, -2.159525, 2.107843)  0.034
H (3.830506, -2.657018, 1.663175)  0.066
H (2.796364, -3.775891, 2.571385)  0.084
S (5.573213, 1.237542, 2.881304)  0.148
P (5.106524, 0.609185, 1.074700)  -0.008
S (3.189345, 0.284278, 0.617496)  0.279
C (6.047506, -0.928581, 0.693543)  -0.368
C (6.149083, -1.401801, -0.611490)  -0.107
C (6.857435, -2.558909, -0.892269)  -0.107
C (7.457176, -3.275839, 0.134944)  -0.099
C (7.349578, -2.818882, 1.440031)  -0.090
C (6.658788, -1.646540, 1.714983)  -0.120
C (5.759565, 1.766407, -0.202039)  -0.371
C (5.264722, 1.746965, -1.505674)  -0.144
C (5.765655, 2.611837, -2.466096)  -0.096
C (6.764568, 3.517532, -2.132207)  -0.102
C (7.256316, 3.548210, -0.836654)  -0.089
C (6.758444, 2.676256, 0.121786)  -0.105
H (5.669200, -0.863360, -1.418685)  0.086
H (6.946605, -2.902082, -1.916022)  0.098
H (8.012012, -4.179258, -0.083659)  0.096
H (7.817046, -3.367236, 2.247605)  0.099
H (6.590583, -1.264811, 2.726058)  0.056
H (4.464763, 1.058224, -1.754057)  0.059
H (5.374649, 2.582225, -3.476003)  0.095
H (7.153885, 4.197869, -2.878711)  0.096
H (8.029186, 4.256220, -0.567215)  0.099
H (7.126510, 2.698677, 1.139917)  0.061

Cartesian forces, eV/Å:
Mn -0.4 0.1 -0.3
C 0.0 0.0 0.0
C 0.0 0.0 0.0
O 0.0 0.0 -0.1
C 0.0 0.0 0.0
C 0.0 0.0 0.0
C 0.0 0.0 0.0
C 0.0 0.0 0.0
C 0.1 0.0 0.0
C 0.0 0.0 0.0
O -0.1 0.1 -0.1
H 0.0 0.0 0.0
H 0.0 0.0 0.0
H 0.0 0.0 0.0
H 0.0 0.0 0.0
H 0.0 0.0 0.0
H 0.0 0.0 0.0
H -0.1 0.0 0.0
C 0.0 0.1 0.0
C -0.1 -0.1 0.1
C 0.1 0.0 0.0
C 0.0 0.0 0.0
C 0.0 0.0 0.0
C 0.0 0.0 0.0
C 0.0 0.0 0.0
C -0.1 -0.1 0.0
C 0.1 0.0 0.0
C 0.0 0.0 0.0
C 0.0 0.0 0.0
C 0.1 0.0 -0.1
N 0.3 0.3 0.4
C 0.2 0.1 0.1
C 0.2 -0.2 0.1
N -0.1 0.0 0.1
C -0.1 0.0 0.0
C 0.0 0.0 0.0
C 0.0 0.0 0.0
C 0.0 0.0 0.0
C 0.0 0.0 0.0
C 0.1 0.0 0.0
C -0.2 0.0 0.1
C 0.0 0.0 0.0
C 0.0 0.0 0.0
C 0.0 -0.1 0.0
C 0.0 0.0 0.0
C 0.0 0.1 0.0
H 0.0 0.0 0.0
H 0.0 0.0 0.0
H 0.0 0.0 0.0
H 0.0 0.0 0.0
H 0.0 0.0 0.0
H 0.0 0.0 0.0
H 0.0 0.0 0.0
H 0.0 0.0 0.0
H 0.0 0.0 0.0
H 0.0 0.0 0.0
H -0.1 0.0 -0.1
H 0.0 0.0 0.0
H 0.0 0.0 0.0
H 0.0 0.0 0.0
H 0.0 0.0 0.0
H 0.0 0.0 0.0
H 0.0 0.0 0.0
H 0.0 -0.1 -0.1
H 0.0 -0.1 -0.1
H 0.0 0.0 0.0
H 0.0 0.0 0.0
H 0.0 0.0 0.0
H 0.1 0.0 -0.1
H 0.0 0.0 0.0
H 0.0 0.0 0.0
H 0.0 0.0 0.0
H 0.0 0.0 0.0
H 0.0 0.0 0.0
H 0.0 0.0 0.0
H 0.0 0.0 0.0
H 0.1 -0.1 0.0
H 0.0 0.0 0.0
H 0.0 0.0 0.0
H 0.0 0.0 0.0
H 0.0 0.0 0.0
H 0.0 0.0 0.0
S 0.0 0.0 0.0
P 0.0 0.1 0.0
S -0.1 -0.1 0.0
C 0.0 0.0 0.0
C 0.0 0.1 0.0
C 0.0 0.0 0.0
C 0.0 0.0 0.0
C 0.0 0.0 0.0
C 0.0 0.0 0.0
C 0.0 0.0 0.0
C -0.1 0.0 0.0
C 0.0 0.0 0.0
C 0.0 0.0 0.0
C 0.0 0.0 0.0
C 0.0 0.0 0.1
H 0.0 0.0 0.0
H 0.0 0.0 0.0
H 0.0 0.0 0.0
H 0.0 0.0 0.0
H 0.0 0.0 0.0
H 0.0 0.0 0.0
H 0.0 0.0 0.0
H 0.0 0.0 0.0
H 0.0 0.0 0.0
H 0.0 0.0 0.0